No. 1
C61H72N3O6Rb as an isolated structure. Source: OMol25; level of theory: ωB97M-V/def2-TZVPD.

Orbital gap in eV: 5.42
Lowest unoccupied orbital energy in hartree: 0.1344
Charge: -2
Energy above the lowest of the compared OMol25 structures with the same formula, charge and spin in kcal/mol: 0.0

Each line ends with the Mulliken charge.
Geometry (Å):
1 Rb 1.39478 -1.42349 -2.56120  1.0792
2 C -1.49710 -0.24423 -3.65557  -0.0674
3 O -0.77877 0.41620 -2.62605  0.2024
4 C -1.43487 1.14851 -1.66678  0.1990
5 C -2.56966 0.68149 -0.98048  0.3972
6 C -3.14181 -0.72649 -1.05767  -1.7382
7 C -2.68242 -1.55410 0.11709  0.4689
8 C -3.42280 -1.59771 1.28038  -0.4300
9 C -2.99274 -2.26935 2.42798  -0.1762
10 C -1.73484 -2.86038 2.35519  -0.5628
11 C -0.94287 -2.82520 1.21645  0.2464
12 C 0.47936 -3.34057 1.26435  -0.4191
13 C 1.41306 -2.27080 1.80939  0.4881
14 C 1.25357 -1.81771 3.10897  -0.4768
15 C 1.96844 -0.73686 3.61621  0.0148
16 C 2.85776 -0.09488 2.76864  -0.1495
17 C 3.06938 -0.51343 1.45517  0.6852
18 C 3.95769 0.33125 0.55479  -1.6925
19 C 3.29710 1.66068 0.25825  0.5450
20 C 3.42683 2.73246 1.11664  -0.7702
21 C 2.68993 3.91538 0.98041  -0.6536
22 C 1.74606 3.93683 -0.04614  0.0978
23 C 1.57701 2.88770 -0.93682  -0.0067
24 C 0.43480 2.87703 -1.93047  0.1661
25 C -0.86876 2.38615 -1.32883  0.1951
26 C -1.49337 3.17451 -0.36905  -0.5940
27 C -2.64500 2.77328 0.28608  -0.5316
28 C -3.15442 1.52355 -0.04193  -0.1180
29 C -3.31169 3.60281 1.38114  2.6234
30 C -2.61397 4.94625 1.59777  -2.2327
31 C -3.25878 2.82163 2.70258  -1.3187
32 C -4.77588 3.87832 1.01097  -1.9055
33 C 2.44285 1.74611 -0.89625  0.3560
34 O 2.43473 0.84576 -1.79017  -0.7520
35 C 2.90000 5.06565 1.96182  2.2195
36 C 1.98558 6.25554 1.66601  -1.9408
37 C 2.60672 4.59666 3.39607  -1.5814
38 C 4.35354 5.55958 1.89405  -1.9215
39 C 2.37770 -1.64096 1.01282  -0.6265
40 O 2.57264 -2.10640 -0.26707  0.3336
41 C 3.46163 -3.20376 -0.41525  -0.9684
42 C 1.66032 -0.23998 5.02871  2.6606
43 C 0.21295 0.27599 5.05689  -1.5678
44 C 1.81224 -1.38178 6.04196  -1.9175
45 C 2.58494 0.90035 5.45784  -2.1654
46 C -1.42981 -2.24209 0.00530  0.1201
47 O -0.80577 -2.31893 -1.10833  0.0391
48 C -3.86974 -2.29804 3.67680  2.0345
49 C -4.13258 -0.86468 4.16433  -1.3999
50 C -5.21570 -2.96853 3.36145  -1.9803
51 C -3.21851 -3.07028 4.82520  -2.1006
52 H -2.49341 0.18774 -3.78497  0.4909
53 H -1.58379 -1.30942 -3.42510  -0.0605
54 H -0.93370 -0.10834 -4.58282  -0.4413
55 H -2.86721 -1.23772 -1.97283  0.3140
56 H -4.23340 -0.64468 -1.03729  0.6892
57 H -4.38043 -1.07955 1.29238  0.3477
58 H -1.33741 -3.38192 3.22054  0.5855
59 H 0.79290 -3.63324 0.26405  -0.8616
60 H 0.53549 -4.22056 1.91398  0.7827
61 H 0.49489 -2.28841 3.72239  0.1082
62 H 3.38800 0.78680 3.10345  0.2562
63 H 4.14945 -0.19438 -0.37950  0.2448
64 H 4.91060 0.50045 1.06769  0.7214
65 H 4.12942 2.63747 1.94334  0.3705
66 H 1.10306 4.80432 -0.16456  0.5225
67 H 0.69530 2.21485 -2.74715  -1.6254
68 H 0.27482 3.88901 -2.32270  0.9555
69 H -1.03036 4.12183 -0.12694  0.2557
70 H -4.01994 1.14337 0.49071  0.0496
71 H -1.57545 4.80924 1.90589  0.2652
72 H -3.12770 5.50455 2.38492  0.4782
73 H -2.62272 5.55518 0.69088  0.4185
74 H -2.22353 2.61117 2.97727  0.2263
75 H -3.77570 1.86496 2.62214  0.0567
76 H -3.72496 3.39706 3.50882  0.5037
77 H -4.83518 4.44838 0.08113  0.3798
78 H -5.27027 4.45191 1.80107  0.4690
79 H -5.32832 2.94873 0.86980  0.3163
80 H 0.93265 5.97585 1.74471  0.1712
81 H 2.15845 6.65079 0.66285  0.3917
82 H 2.17618 7.05756 2.38528  0.4338
83 H 1.57852 4.23802 3.47627  0.2243
84 H 2.75065 5.41236 4.11359  0.4652
85 H 3.26808 3.77683 3.68112  0.3278
86 H 4.58169 5.93182 0.89320  0.4021
87 H 5.04929 4.74825 2.11239  0.2913
88 H 4.52897 6.36623 2.61509  0.4611
89 H 3.22585 -3.98089 0.31961  0.3108
90 H 4.49613 -2.87093 -0.27273  0.1626
91 H 3.30875 -3.60640 -1.41889  0.1634
92 H -0.48971 -0.51005 4.77298  0.0348
93 H 0.09052 1.09467 4.34501  0.3890
94 H -0.05116 0.63613 6.05643  0.4906
95 H 1.14579 -2.21397 5.81423  0.2595
96 H 1.57429 -1.02691 7.04940  0.4721
97 H 2.83624 -1.76196 6.04312  0.4068
98 H 2.46312 1.77445 4.81587  0.2013
99 H 3.63337 0.59472 5.42788  0.4190
100 H 2.34716 1.20329 6.48114  0.4592
101 H -4.64155 -0.27986 3.39636  0.2520
102 H -3.19226 -0.35980 4.39435  0.0467
103 H -4.75967 -0.86514 5.06302  0.5366
104 H -5.73311 -2.44426 2.55681  0.3044
105 H -5.86742 -2.97265 4.24247  0.4579
106 H -5.06005 -3.99985 3.03870  0.4103
107 H -2.27589 -2.60973 5.13082  0.2019
108 H -3.01582 -4.10540 4.54300  0.4111
109 H -3.88495 -3.07787 5.69265  0.4460
110 C 0.75967 2.42739 -5.57081  -0.6024
111 C 1.77941 1.70301 -4.92925  -0.6693
112 N 2.01658 0.43555 -5.16326  -0.3961
113 C 1.25683 -0.20330 -6.06847  0.4142
114 C 0.22208 0.42936 -6.78336  1.4072
115 C -0.01470 1.78925 -6.50538  -0.7282
116 C -0.55214 -0.32082 -7.72306  -1.1183
117 C -0.31027 -1.63660 -7.92523  -0.9729
118 C 0.72134 -2.31922 -7.20728  1.3828
119 C 0.98310 -3.69413 -7.35998  -0.8505
120 C 1.97116 -4.27205 -6.61365  -0.4668
121 C 2.69912 -3.47373 -5.70998  -0.3419
122 N 2.47887 -2.18767 -5.54478  -0.3987
123 C 1.50732 -1.61516 -6.27736  -0.2537
124 H 0.59477 3.46340 -5.30525  0.3747
125 H 2.41213 2.17358 -4.18570  0.7655
126 H -0.81954 2.30614 -7.01620  0.3576
127 H -1.34795 0.18963 -8.25414  0.3514
128 H -0.90684 -2.20938 -8.62660  0.3441
129 H 0.38564 -4.27907 -8.05061  0.3718
130 H 2.18475 -5.33152 -6.65481  0.3673
131 H 3.44088 -3.93563 -5.07407  0.4596
132 N -0.99906 -3.96167 -3.56788  -0.4580
133 C -0.85336 -5.39759 -3.36307  -0.9572
134 C 0.33910 -5.82770 -2.49152  0.3562
135 C 1.67758 -5.47686 -3.16754  0.1733
136 O 2.36545 -6.40528 -3.64012  -0.8674
137 O 1.93371 -4.24136 -3.22974  -0.2969
138 H -0.10119 -3.63005 -3.91491  -0.0209
139 H -1.09957 -3.50984 -2.65562  0.2772
140 H -0.77141 -5.89035 -4.33982  0.3468
141 H -1.77480 -5.77291 -2.90357  0.4694
142 H 0.28179 -6.90508 -2.31642  0.3576
143 H 0.27514 -5.30343 -1.53350  -0.4080

No. 2
C61H89Br9HfN8O12 as an isolated structure in a non-equilibrium geometry. Source: OMol25; level of theory: ωB97M-V/def2-TZVPD.

Multiplicity: 2
Orbital gap (alpha / beta) in eV: 5.45 / 4.95
Lowest unoccupied orbital energy (alpha / beta) in hartree: -0.1672 / -0.1857
Charge: +1

Each line ends with the Mulliken charge.
Geometry (Å):
1 Hf 2.35636 2.82067 -2.10834  1.6952
2 C 0.29922 -1.43397 -2.56143  0.1233
3 C 0.19620 -1.09353 -4.03578  1.6435
4 C -1.12755 -1.81054 -4.55775  -0.4555
5 C -1.58086 -1.26396 -5.87370  -1.0770
6 C -1.83624 0.25380 -5.71302  -0.8671
7 C -0.56204 1.11337 -5.29094  1.4028
8 N 0.18008 0.45858 -4.16985  0.8717
9 O 1.38736 1.18803 -3.69433  -0.6098
10 C -1.21428 2.45343 -4.83834  -1.6254
11 C 0.36020 1.42299 -6.57119  -1.6437
12 C 1.43277 -1.77986 -4.71394  -1.6070
13 H 0.36373 -2.51327 -2.42344  0.7019
14 H -0.53063 -0.84737 -2.16729  -0.7692
15 H 1.12588 -0.88663 -2.10851  -1.2130
16 H -1.92577 -1.56707 -3.85656  -0.4482
17 H -0.88925 -2.86611 -4.68847  0.6324
18 H -2.41534 -1.90660 -6.15434  0.4630
19 H -0.85813 -1.44514 -6.66927  0.4463
20 H -2.70917 0.42568 -5.08331  -0.1278
21 H -2.01154 0.49654 -6.76109  0.5624
22 H -1.67715 2.95772 -5.68658  0.7046
23 H -0.46946 3.07092 -4.33628  0.2710
24 H -2.00198 2.48461 -4.08557  -0.0292
25 H 0.92376 0.53127 -6.84568  0.3572
26 H 1.11886 2.18135 -6.37773  0.3111
27 H -0.17124 1.78858 -7.44983  0.4203
28 H 1.48020 -2.86850 -4.74059  0.4170
29 H 2.38073 -1.45633 -4.28406  0.0363
30 H 1.51760 -1.53181 -5.77195  0.4145
31 C 6.69324 -0.02305 -2.14437  -1.9974
32 C 5.41668 -0.22273 -1.37536  1.9051
33 C 5.61286 -1.54285 -0.47787  -0.4883
34 C 6.44604 -1.30145 0.85305  -1.1553
35 C 5.89308 -0.09785 1.61849  -0.7129
36 C 5.71974 1.22897 0.77178  1.6217
37 N 4.95235 0.86286 -0.44983  0.9712
38 O 4.43632 2.07238 -1.07764  -1.1055
39 C 7.02838 1.88070 0.43410  -1.7595
40 C 4.98579 2.13582 1.84850  -1.6881
41 C 4.22292 -0.75845 -2.23294  -1.4986
42 H 6.85346 1.02293 -2.40586  0.3368
43 H 6.58823 -0.59083 -3.06887  0.5391
44 H 7.57972 -0.49898 -1.72514  0.3226
45 H 6.09552 -2.39471 -0.95692  0.7671
46 H 4.65324 -1.91995 -0.12427  -0.8850
47 H 7.50295 -1.12357 0.65453  0.3456
48 H 6.44195 -2.16681 1.51579  0.6523
49 H 6.43566 -0.00062 2.55885  0.4114
50 H 4.93653 -0.41047 2.03728  -0.2965
51 H 6.97849 2.81099 -0.13175  0.3690
52 H 7.71516 1.31574 -0.19618  0.3401
53 H 7.62626 2.20356 1.28640  0.4018
54 H 4.03720 1.76440 2.23621  0.0691
55 H 5.00032 3.15502 1.46233  0.3871
56 H 5.47359 2.28920 2.81111  0.5258
57 H 3.94976 0.04209 -2.92039  0.4065
58 H 3.26418 -1.03498 -1.79423  -0.3597
59 H 4.47964 -1.65866 -2.79133  0.7012
60 C -1.57139 1.64997 -1.29759  -0.5038
61 C -1.13268 1.28048 0.18283  1.7604
62 C -2.19307 0.18547 0.52474  0.0729
63 C -1.81850 -0.66759 1.75204  -1.7454
64 C -0.40754 -1.27106 1.54648  0.2409
65 C 0.70111 -0.17780 1.35935  3.3504
66 N 0.27975 0.70455 0.24145  0.4979
67 O 1.30293 1.68859 -0.12837  2.4898
68 C 2.00598 -0.97083 1.03800  0.2623
69 C 0.91492 0.55017 2.73361  -1.2610
70 C -1.37663 2.50623 1.08757  -0.3591
71 H -1.96849 0.88900 -1.96940  -0.4268
72 H -0.80495 2.30341 -1.71434  -0.3442
73 H -2.41565 2.33649 -1.23411  0.3893
74 H -2.30075 -0.52749 -0.29268  -0.5269
75 H -3.11083 0.70304 0.80392  0.2829
76 H -2.50201 -1.50631 1.88409  0.3610
77 H -1.84129 -0.06570 2.66051  0.4295
78 H -0.41693 -2.06226 0.79681  -0.4563
79 H -0.12392 -1.76467 2.47600  -0.5864
80 H 2.27504 -1.61776 1.87297  0.0400
81 H 2.87585 -0.36681 0.77997  -0.5660
82 H 1.84849 -1.43746 0.06561  -1.0887
83 H -0.01409 0.87815 3.19995  0.3998
84 H 1.61084 1.38062 2.61465  -0.5197
85 H 1.38106 -0.01213 3.54271  0.3973
86 H -2.42902 2.78603 1.04012  -1.0229
87 H -0.71532 3.31193 0.76880  -0.1279
88 H -1.17340 2.33386 2.14450  0.3200
89 C 0.31882 7.09611 -1.79945  -1.6027
90 C -0.01343 5.65727 -1.46814  0.8888
91 C -1.41962 5.31841 -2.01937  -0.9515
92 O 0.95229 4.68389 -1.84193  -0.9836
93 H 1.25110 7.43905 -1.35072  0.3934
94 H -0.32285 7.75424 -1.21360  0.4222
95 H 0.36042 7.32297 -2.86477  0.3920
96 H -0.09740 5.59311 -0.38328  -0.1320
97 H -2.16000 5.69356 -1.31283  0.3272
98 H -1.62353 4.27782 -2.27175  -0.0456
99 H -1.54147 5.90842 -2.92774  0.4706
100 N -0.40820 -1.41136 5.28896  0.6212
101 C -0.97967 -1.27203 6.56028  -0.5073
102 C -0.03240 -1.57590 7.55318  -0.6584
103 C 1.14173 -1.85118 6.78522  -1.0827
104 C 0.81076 -1.89121 5.40492  -0.4276
105 H -0.87746 -1.21181 4.41713  -0.0271
106 H -2.00565 -0.94837 6.65524  0.4359
107 H -0.08764 -1.60681 8.63132  0.4533
108 H 2.09667 -2.08384 7.23283  0.4422
109 H 1.41094 -1.98859 4.51234  0.5664
110 C -5.14366 3.70537 1.16731  0.7438
111 Br -3.79239 4.90270 1.97724  -0.0918
112 Br -6.52435 4.85711 0.39807  0.0159
113 Br -5.78351 2.38118 2.49906  -0.0353
114 H -4.61248 3.10015 0.43270  -0.7009
115 C 3.12571 -4.69804 3.40619  -0.6615
116 Br 4.40632 -3.20322 3.27886  0.0976
117 Br 1.32868 -4.21735 2.81171  0.2420
118 Br 3.13578 -5.43529 5.31379  -0.0367
119 H 3.54488 -5.43885 2.72531  0.5443
120 C 3.25837 -5.89026 -0.79642  -0.5233
121 Br 5.18324 -6.29216 -0.39726  -0.0692
122 Br 2.89379 -3.96776 -0.34772  0.2024
123 Br 2.07147 -7.13195 0.17649  -0.0283
124 H 3.10372 -5.96403 -1.87287  0.6030
125 C 2.31216 5.60783 4.86986  -0.7004
126 C 1.55018 4.74010 4.07090  -0.5903
127 C 1.82452 4.60470 2.69700  -0.0614
128 C 2.87195 5.33895 2.17087  0.2547
129 C 3.59062 6.27159 2.91954  -0.6205
130 C 3.30591 6.36151 4.26246  -0.3102
131 N 3.24632 5.15229 0.75404  0.6142
132 O 3.89816 6.05708 0.25604  -0.6113
133 O 2.96421 4.15706 0.03914  -0.1575
134 H 2.13334 5.60898 5.93495  0.4318
135 H 0.84472 4.01755 4.45385  0.4512
136 H 1.12327 4.03591 2.10443  0.2425
137 H 4.38139 6.89471 2.52862  0.5216
138 H 3.93995 6.97648 4.88391  0.3876
139 C -5.05721 0.57834 -3.09979  0.0947
140 C -5.49636 0.80923 -1.79620  -0.2984
141 C -6.61601 1.59843 -1.52299  -0.3491
142 C -7.35844 2.13989 -2.59892  -0.3698
143 C -6.95776 1.86912 -3.92729  -0.4843
144 C -5.83268 1.09593 -4.14963  -0.9431
145 N -8.51916 3.02786 -2.33298  0.9975
146 O -8.98436 3.66116 -3.26290  -0.6067
147 O -9.01160 2.98942 -1.23467  -0.5491
148 H -4.19483 -0.07099 -3.13283  0.3422
149 H -4.88897 0.48622 -0.96365  0.5419
150 H -6.94138 1.67232 -0.49582  0.7535
151 H -7.40599 2.22062 -4.84486  0.4445
152 H -5.46894 0.83074 -5.13135  0.4665
153 C -3.22189 -3.17997 4.13426  0.0279
154 C -2.85875 -4.41984 3.64145  -0.3771
155 C -3.50905 -5.62201 4.00150  -0.8692
156 C -4.75515 -5.52073 4.67682  0.4090
157 C -5.14438 -4.25601 5.22637  -0.6637
158 C -4.33712 -3.14934 4.98336  -0.8237
159 N -5.51843 -6.74360 4.77815  0.8920
160 O -6.73239 -6.65527 4.66316  -0.5456
161 O -4.97493 -7.81356 5.07359  -0.5293
162 H -2.66479 -2.29680 3.85854  0.7548
163 H -1.94647 -4.42934 3.06348  0.4483
164 H -3.21908 -6.58085 3.59783  0.4300
165 H -6.07945 -4.05472 5.72789  0.4236
166 H -4.54050 -2.25326 5.55089  0.3652
167 C -1.36149 -5.95689 0.12356  -0.5815
168 C -0.96608 -4.69054 -0.24693  -0.1083
169 C -1.88235 -3.77574 -0.80994  1.1767
170 C -3.11843 -4.33919 -1.21993  -0.5992
171 C -3.46246 -5.67613 -0.97710  -0.7238
172 C -2.61915 -6.46183 -0.23184  -0.7508
173 N -3.98661 -3.51560 -2.10829  0.8234
174 O -4.98681 -3.98547 -2.71206  -0.6085
175 O -3.80447 -2.31060 -2.11799  -0.4254
176 H -0.64348 -6.62779 0.57161  0.1091
177 H -0.02826 -4.20417 -0.02255  0.2519
178 H -1.62344 -2.73247 -0.91458  0.3907
179 H -4.37317 -6.11861 -1.35289  0.5222
180 H -2.90448 -7.42972 0.15309  0.5048